{"formula": "CF13KN5O23S11", "method": "the ωB97M-V functional and the def2-TZVPD basis", "homo_energy_ev": 0.64, "max_force_ha_per_bohr": 0.220, "molar_mass_g_mol": 1088.832, "gap_ev": 7.524, "energy_ha": -8320.36912, "charge": -5, "symbols": ["K", "S", "S", "S", "S", "S", "S", "S", "S", "S", "S", "S", "F", "F", "F", "F", "F", "F", "F", "F", "F", "F", "F", "F", "F", "O", "O", "O", "O", "O", "O", "O", "O", "O", "O", "O", "O", "O", "O", "O", "O", "O", "O", "O", "O", "O", "O", "O", "N", "N", "N", "N", "N", "C"], "positions_angstrom": [[-0.832528, -0.038085, 0.701106], [6.263809, 3.603923, -1.058411], [0.793078, -0.825723, -5.150736], [-1.957765, -1.062741, 5.904554], [-3.043384, -2.795900, 4.914645], [2.789649, -4.784238, -0.454302], [5.146275, 1.674576, -0.320046], [-0.038959, -2.594118, -6.432487], [-0.042159, 5.700148, 2.612143], [1.346881, 7.335993, 1.504729], [-6.255403, -1.834806, -0.505388], [-6.201038, 0.503961, -0.202086], [0.650282, -6.362966, -0.150967], [-0.150529, 5.060502, 4.035307], [1.167639, -5.896549, -2.285022], [-0.841470, 0.048215, 5.607044], [2.885602, 7.135202, 1.241805], [-6.681352, 1.721300, -1.147874], [5.448107, 0.646257, 0.928725], [-0.833563, -2.635824, -7.818251], [1.043598, 0.770510, -5.071766], [-2.771094, -3.828367, 3.706892], [-6.303326, -3.051084, -1.619336], [2.448919, -7.220569, -1.121102], [6.658928, 5.002114, -0.288077], [5.675820, 0.863752, -1.455766], [1.162068, -3.411495, -6.769277], [1.921292, -3.619983, -0.174327], [0.807407, 6.866873, 0.247741], [3.462556, -5.293631, 0.762319], [1.408439, 8.730886, 1.744587], [-4.296553, -2.131138, 4.615143], [-4.934455, -2.013419, 0.098975], [-1.168792, 6.633810, 2.541439], [-7.251416, 0.379802, 0.827925], [7.557272, 3.506471, -1.691823], [-7.441411, -2.193999, 0.264722], [-0.165651, 4.511633, 1.764075], [-3.092177, -0.117148, 5.835549], [-1.089374, -3.267381, -5.695075], [3.786130, -4.533272, -1.522976], [-4.831910, 0.901432, 0.137816], [-1.448251, -1.503634, 7.187376], [5.171221, 4.019539, -1.878636], [3.657227, 1.813068, -0.269372], [-3.045991, -3.738969, 6.045353], [0.051656, -0.978225, -3.920375], [2.140422, -1.336118, -5.185645], [1.354629, 6.310063, 2.945388], [-1.588578, -1.865585, 4.714525], [6.101192, 2.882975, 0.318332], [-6.335792, -0.656725, -1.460879], [0.130488, -0.871986, -6.486611], [1.612335, -6.159327, -1.071601]], "forces_ev_per_angstrom": [[0.055, -0.109, -0.087], [4.373, 6.484, -0.596], [4.968, 4.088, 7.005], [2.146, 9.639, 5.478], [-1.332, -4.026, -1.514], [1.914, 3.024, 0.804], [-3.191, -5.454, 1.097], [-0.392, -3.691, -4.121], [-3.835, -3.503, 0.474], [3.840, -0.888, -0.902], [0.543, -7.303, 1.509], [-0.120, 2.312, -0.359], [-0.005, -0.427, -1.140], [-0.584, -0.537, 1.272], [-0.793, -0.503, 0.203], [1.145, 0.542, -0.292], [1.008, -0.731, -0.018], [-0.007, -0.366, 0.503], [-0.279, 0.868, -0.625], [0.188, 0.646, -1.281], [-0.192, -0.017, -0.720], [-0.066, 1.016, 0.272], [0.192, 0.957, 0.206], [-0.956, -0.896, -0.284], [-0.636, 0.672, 0.236], [-0.683, 2.839, 2.244], [-2.430, 2.442, 1.131], [0.263, -1.723, -0.517], [-0.625, 0.184, 1.691], [-1.328, -0.511, -1.090], [-1.596, 1.330, 1.029], [1.915, -0.974, -0.046], [-1.927, 0.288, -0.340], [1.385, -0.492, -0.079], [2.502, 0.766, -2.041], [-0.491, -1.761, -0.541], [1.408, 0.521, -0.725], [0.637, 1.982, 0.810], [0.803, -2.651, 0.746], [1.475, 1.481, 1.084], [-1.831, -1.079, 0.676], [-2.534, -0.890, -0.398], [-1.443, -0.566, -0.350], [-0.510, -1.156, 0.252], [4.178, 0.447, 0.008], [0.287, 1.971, -1.406], [-0.220, -0.755, -1.209], [-0.702, -0.138, 0.284], [-0.332, 2.851, -4.208], [-3.496, -4.992, -2.698], [-2.507, -2.805, -2.069], [-0.128, 3.727, 1.599], [-2.817, -4.058, -2.458], [2.763, 1.927, 1.503]], "lowdin_charge": [0.916, 0.434, 0.354, 0.364, 0.583, 0.499, 0.607, 0.602, 0.409, 0.530, 0.435, 0.608, 0.107, -0.208, 0.147, -0.242, -0.210, -0.229, -0.249, -0.255, -0.224, -0.207, -0.249, 0.068, -0.281, -0.318, -0.325, -0.379, -0.288, -0.395, -0.312, -0.284, -0.310, -0.343, -0.314, -0.332, -0.334, -0.316, -0.317, -0.293, -0.372, -0.304, -0.317, -0.272, -0.315, -0.327, -0.294, -0.293, -0.252, -0.234, -0.267, -0.278, -0.264, -0.659]}

---

{"formula": "CF2Ir", "method": "the ωB97M-V functional and the def2-TZVPD basis", "homo_energy_ev": [-1.78, -3.97], "max_force_ha_per_bohr": 0.048, "multiplicity": 5, "molar_mass_g_mol": 242.224, "gap_ev": [5.491, 7.237], "energy_ha": -341.96261, "charge": -1, "symbols": ["Ir", "F", "F", "C"], "positions_angstrom": [[-0.618264, 1.257182, 0.005139], [-0.020764, -1.718765, 0.783146], [1.185879, 1.119220, -0.707419], [-0.546852, -0.657637, -0.080866]], "forces_ev_per_angstrom": [[-0.979, -1.387, 0.502], [-0.818, 1.919, -1.324], [1.680, 0.506, -0.643], [0.117, -1.038, 1.465]], "lowdin_charge": [0.478, -0.301, -0.745, -0.432]}

---

{"formula": "CF2N2", "method": "the ωB97M-V functional and the def2-TZVPD basis", "homo_energy_ev": -10.57, "max_force_ha_per_bohr": 0.068, "molar_mass_g_mol": 78.021, "smiles": "FC1(F)N=N1", "gap_ev": 10.404, "energy_ha": -347.26320, "symbols": ["F", "F", "N", "N", "C"], "positions_angstrom": [[-1.077484, -1.098437, -0.027971], [-1.085813, 1.091928, -0.024482], [1.036646, 0.005887, -0.625131], [0.956989, -0.002940, 0.610717], [-0.341911, 0.001588, 0.045521]], "forces_ev_per_angstrom": [[0.174, 0.120, 0.232], [0.142, -0.017, 0.258], [-2.846, -0.015, 0.494], [-0.278, 0.037, 1.086], [2.807, -0.125, -2.071]], "lowdin_charge": [0.132, 0.136, 0.201, 0.139, -0.608]}

---

{"formula": "CF3LiNO4RuS3", "method": "the ωB97M-V functional and the def2-TZVPD basis", "homo_energy_ev": [-8.92, -8.98], "max_force_ha_per_bohr": 0.160, "multiplicity": 6, "molar_mass_g_mol": 351.220, "gap_ev": [5.953, 6.395], "energy_ha": -1990.21503, "symbols": ["Ru", "S", "S", "S", "F", "F", "F", "O", "O", "O", "O", "N", "C", "Li"], "positions_angstrom": [[-0.031668, 0.490196, 2.116707], [-0.334804, -0.834869, -0.385798], [0.283720, 3.605833, 2.220874], [-1.717244, 2.065263, 0.671085], [-0.492392, -3.423364, -0.834982], [1.509698, -2.602264, -0.563042], [0.437794, -2.315917, -2.439883], [-1.724903, -0.396516, -0.954099], [-0.854772, 2.578197, -0.545678], [1.401033, 2.333007, 2.013207], [0.666341, 0.094793, -1.026237], [-0.410401, -1.103754, 1.082292], [0.314803, -2.409678, -1.121739], [0.952794, 1.919073, -0.232707]], "forces_ev_per_angstrom": [[-0.229, 0.816, -1.386], [-4.237, 3.344, -6.177], [2.020, -2.046, -0.006], [2.233, 0.124, -2.115], [0.132, -0.162, 0.040], [0.040, -0.307, -0.200], [0.060, 0.034, 0.290], [4.030, -2.250, 1.613], [-1.644, -0.902, 2.873], [-2.727, 0.948, -0.068], [0.080, -0.472, 2.015], [0.906, 0.947, 3.247], [-0.599, 0.228, 0.160], [-0.066, -0.302, -0.286]], "lowdin_charge": [1.002, 0.493, 0.510, 0.672, 0.143, 0.129, 0.155, -0.421, -0.763, -0.970, -0.472, -0.432, -0.703, 0.657]}

---

{"formula": "CF4N2", "method": "the ωB97M-V functional and the def2-TZVPD basis", "homo_energy_ev": [-11.12, -9.98], "max_force_ha_per_bohr": 0.075, "molar_mass_g_mol": 116.017, "gap_ev": [10.746, 8.507], "energy_ha": -546.81270, "symbols": ["F", "F", "F", "F", "N", "N", "C"], "positions_angstrom": [[-2.228852, -0.590886, 0.569718], [2.161363, 0.244271, 1.130858], [-2.039233, 0.841641, -1.031813], [1.932826, -0.867597, -0.592988], [-0.190067, -0.020600, 0.162028], [1.765436, 0.310148, -0.093976], [-1.401475, 0.083020, -0.143829]], "forces_ev_per_angstrom": [[-1.672, -0.772, 0.437], [0.221, -0.511, 1.851], [0.420, -0.480, 0.343], [0.669, -2.094, -0.476], [-0.812, -0.646, 0.788], [-0.851, 2.960, -2.292], [2.026, 1.543, -0.651]], "lowdin_charge": [0.174, 0.039, 0.138, 0.016, 0.241, -0.058, -0.550]}

---

{"formula": "CF4NO", "method": "the ωB97M-V functional and the def2-TZVPD basis", "homo_energy_ev": -20.27, "max_force_ha_per_bohr": 0.099, "molar_mass_g_mol": 118.009, "smiles": "O=C(F)[N+](F)(F)F", "gap_ev": 13.617, "energy_ha": -566.96079, "charge": 1, "symbols": ["F", "F", "F", "F", "O", "N", "C"], "positions_angstrom": [[-1.080963, 1.015642, -0.554433], [-1.228189, -0.219176, 1.170270], [-0.872194, -1.048909, -0.655419], [1.136656, 0.668800, -1.105433], [1.673906, -0.408111, 0.953342], [-0.589572, -0.032511, 0.027523], [0.960356, 0.024266, 0.164150]], "forces_ev_per_angstrom": [[-0.628, 0.935, -0.113], [0.142, 0.573, 0.790], [-0.570, -2.730, -2.482], [0.590, -1.922, 3.727], [-1.245, 0.404, -0.476], [-0.512, 0.573, 2.560], [2.222, 2.168, -4.007]], "lowdin_charge": [0.287, 0.273, 0.312, 0.146, 0.391, -0.217, -0.192]}

---

{"formula": "CF4O3PRh", "method": "the ωB97M-V functional and the def2-TZVPD basis", "homo_energy_ev": [-19.83, -20.67], "max_force_ha_per_bohr": 0.116, "multiplicity": 5, "molar_mass_g_mol": 269.880, "gap_ev": [10.213, 3.932], "energy_ha": -1114.35444, "charge": 2, "symbols": ["Rh", "P", "F", "F", "F", "F", "O", "O", "O", "C"], "positions_angstrom": [[0.409489, 2.581204, -0.987400], [1.267642, 0.219824, 0.042899], [0.808174, -1.083444, 0.851109], [2.310173, 0.602867, 1.155657], [2.041548, 1.641080, -0.872397], [1.891065, -0.637983, -1.113492], [-0.059053, 0.953021, -0.117271], [-1.900696, -1.983379, 0.583986], [-3.902186, -0.910354, 0.120221], [-2.866158, -1.382840, 0.336687]], "forces_ev_per_angstrom": [[-2.314, 4.906, -1.765], [3.852, -4.144, 1.899], [-0.407, 1.442, -0.872], [-1.460, -0.058, -1.468], [2.391, -1.355, 0.100], [-0.967, 1.290, 1.076], [-0.946, -1.837, 0.905], [0.901, -0.249, 0.158], [-0.650, 0.605, -0.217], [-0.400, -0.598, 0.184]], "lowdin_charge": [1.481, 0.405, -0.087, -0.017, -0.345, -0.018, -0.387, 0.521, 0.544, -0.098]}

---

{"formula": "CF5NO", "method": "the ωB97M-V functional and the def2-TZVPD basis", "homo_energy_ev": [-13.19, -12.31], "max_force_ha_per_bohr": 0.125, "molar_mass_g_mol": 137.007, "gap_ev": [10.572, 8.458], "energy_ha": -667.20537, "symbols": ["F", "F", "F", "F", "F", "O", "N", "C"], "positions_angstrom": [[-0.143261, 2.092087, 1.353402], [-1.510140, -0.632328, -0.479195], [0.481524, -0.737541, -1.364997], [1.453696, 1.692281, 0.061708], [-0.287964, -2.409175, -0.183865], [0.177503, -0.548717, 0.844594], [0.156672, 1.489802, 0.226142], [-0.227934, -1.053090, -0.205773]], "forces_ev_per_angstrom": [[0.220, -0.085, 0.006], [0.185, -0.181, -0.256], [-0.242, -0.109, 1.110], [-0.367, 0.015, 0.270], [0.403, 0.648, 0.537], [2.392, 2.719, 3.676], [0.179, -1.125, 0.119], [-2.770, -1.880, -5.463]], "lowdin_charge": [0.090, 0.089, 0.080, 0.082, 0.149, 0.191, 0.148, -0.828]}

---

{"formula": "CFNO3", "method": "the ωB97M-V functional and the def2-TZVPD basis", "homo_energy_ev": -12.42, "max_force_ha_per_bohr": 0.076, "molar_mass_g_mol": 93.013, "smiles": "O=C=O.O=NF", "gap_ev": 11.354, "energy_ha": -418.38484, "symbols": ["F", "O", "O", "O", "N", "C"], "positions_angstrom": [[-0.393981, 1.893823, 0.343028], [0.603704, -1.696722, 0.159731], [1.531959, -1.051258, -1.811775], [-1.846393, 1.164660, 1.795139], [-1.506794, 0.988988, 0.705990], [1.054879, -1.325025, -0.803533]], "forces_ev_per_angstrom": [[-0.107, -0.050, 0.219], [-1.658, -0.847, 3.465], [0.492, 0.724, -1.079], [0.970, -0.220, -2.502], [-0.849, 0.228, 2.280], [1.153, 0.166, -2.382]], "lowdin_charge": [-0.141, 0.227, 0.216, 0.117, 0.041, -0.460]}